1.
{
  "formula": "C9H10CoF6N7O5S2",
  "method": "ωB97M-V with the def2-TZVPD basis set",
  "elements": ["Co", "O", "C", "C", "C", "C", "C", "C", "N", "H", "H", "H", "H", "H", "H", "H", "F", "C", "F", "F", "S", "O", "O", "N", "S", "O", "O", "C", "F", "F", "F", "N", "N", "N", "C", "N", "N", "H", "H", "H"],
  "coordinates": [[0.668, 0.009, 0.372], [0.612, -0.192, 2.225], [-0.613, -0.781, 2.761], [-1.516, -1.043, 1.598], [-2.753, -1.635, 1.721], [-3.565, -1.736, 0.599], [-3.124, -1.227, -0.612], [-1.870, -0.658, -0.686], [-1.089, -0.593, 0.401], [0.896, 0.592, 2.724], [-1.072, -0.062, 3.439], [-0.337, -1.681, 3.309], [-3.084, -1.989, 2.688], [-4.542, -2.195, 0.676], [-3.738, -1.261, -1.500], [-1.494, -0.225, -1.597], [-1.120, 4.684, 1.669], [-0.305, 4.346, 0.695], [-0.467, 5.124, -0.348], [0.940, 4.352, 1.110], [-0.800, 2.579, 0.180], [0.448, 1.801, 0.645], [-1.957, 2.184, 0.914], [-0.952, 2.421, -1.339], [0.288, 2.776, -2.314], [1.416, 3.265, -1.597], [-0.169, 3.318, -3.532], [0.741, 1.021, -2.723], [0.938, 0.270, -1.467], [1.871, 0.915, -3.341], [-0.203, 0.358, -3.337], [4.418, -2.854, -1.127], [3.214, -2.648, -0.562], [2.460, -3.650, -0.160], [1.367, -3.033, 0.250], [1.486, -1.713, 0.083], [2.687, -1.477, -0.446], [4.786, -3.773, -0.924], [5.022, -2.045, -1.106], [0.512, -3.543, 0.659]],
  "multiplicity": 1,
  "molar_mass_g_mol": 533.278,
  "max_force_ev_per_a": 0.9,
  "total_charge": 2,
  "e_above_lowest_kj_mol": 189.14,
  "energy_ha": -3886.0352,
  "homo_energy_ev": -16.92
}



2.
{
  "formula": "C9H10F2",
  "method": "ωB97M-V with the def2-TZVPD basis set",
  "elements": ["C", "C", "C", "C", "C", "C", "C", "C", "C", "F", "F", "H", "H", "H", "H", "H", "H", "H", "H", "H", "H"],
  "coordinates": [[-0.723, 0.460, 1.093], [0.423, -0.104, 1.521], [1.331, -0.797, 0.650], [1.312, -0.792, -0.674], [-0.220, 1.765, -1.135], [-1.118, 0.815, -0.277], [-0.345, 0.319, -1.429], [0.627, -0.471, 2.978], [-0.997, -0.491, -2.556], [2.439, -1.445, 1.261], [1.991, -1.547, -1.502], [-1.352, 0.692, 1.978], [-0.655, 2.313, -1.885], [0.834, 2.041, -0.823], [-2.082, 0.959, -0.498], [1.721, -0.310, 3.280], [0.552, -1.521, 3.192], [-0.245, -0.009, 3.649], [-0.301, -0.683, -3.378], [-1.568, 0.207, -3.136], [-1.624, -1.401, -2.310]],
  "multiplicity": 1,
  "molar_mass_g_mol": 156.175,
  "max_force_ev_per_a": 5.4,
  "total_charge": 0,
  "e_above_lowest_kj_mol": 215.58,
  "energy_ha": -548.4767,
  "homo_energy_ev": -8.22
}